Entry 1:
C27H51Br19FN3O3S2 as an isolated structure at a distorted geometry. Source: the Open Molecules 2025 dataset; level of theory: the ωB97M-V functional and the def2-TZVPD basis.

As for the strongest force on any atom: 0.11797 Eh/bohr. The HOMO-LUMO gap comes out at 8.129 eV. For the LUMO energy, the calculation gives -0.842 eV. The total energy comes out at -51251.686607 a.u.

Structure (XYZ):
```
106
C27H51Br19FN3O3S2 (the ωB97M-V functional and the def2-TZVPD basis)
O 4.413 -4.843 -0.737
S 4.610 -3.959 -1.863
O 5.245 -4.623 -2.981
F 3.118 -3.509 -2.377
N 5.550 -2.578 -1.526
Br 7.088 -2.991 -0.558
C 4.769 -1.464 -0.931
C 5.467 -0.070 -1.264
C 4.940 0.545 -2.632
C 3.914 1.732 -2.350
C 2.348 1.279 -2.512
C 1.635 1.362 -1.093
C 0.276 0.549 -1.024
S -0.389 0.172 -2.732
C -0.408 -1.630 -2.767
N 0.145 -2.527 -3.596
N -0.221 -3.724 -3.033
C -0.943 -3.543 -1.932
O -1.101 -2.183 -1.718
H 4.662 -1.531 0.186
H 3.747 -1.400 -1.382
H 5.125 0.622 -0.449
H 6.586 -0.152 -1.246
H 4.502 -0.257 -3.274
H 5.838 0.997 -3.139
H 4.076 2.224 -1.355
H 4.120 2.507 -3.134
H 2.379 0.235 -2.899
H 1.817 1.954 -3.207
H 1.409 2.414 -0.781
H 2.356 0.886 -0.367
H 0.505 -0.415 -0.488
H -0.523 1.042 -0.413
H -1.375 -4.279 -1.233
Br -1.335 2.745 2.407
C -0.441 1.116 2.999
C 0.823 1.426 3.758
Br 2.270 1.946 2.557
H -0.272 0.507 2.113
H -1.161 0.615 3.647
H 1.187 0.537 4.273
H 0.704 2.234 4.477
Br 3.138 -1.106 6.475
C 2.163 -2.768 6.755
C 1.269 -3.072 5.580
Br -0.329 -1.960 5.594
H 1.623 -2.667 7.694
H 2.929 -3.536 6.863
H 0.903 -4.097 5.632
H 1.757 -2.913 4.620
Br -0.064 4.728 -0.909
C -1.256 6.266 -0.861
C -1.463 6.737 0.554
Br -2.688 5.560 1.506
H -2.179 5.973 -1.356
H -0.759 7.033 -1.455
H -1.937 7.718 0.569
H -0.542 6.775 1.132
Br -4.847 2.697 -5.836
C -3.040 2.522 -6.542
C -2.128 1.863 -5.541
Br -1.607 3.098 -4.131
H -2.714 3.518 -6.834
H -3.141 1.903 -7.433
H -1.193 1.563 -6.015
H -2.578 0.999 -5.055
Br -3.661 -4.341 5.833
C -4.335 -4.483 4.012
C -3.249 -4.221 3.002
Br -2.848 -2.317 2.848
H -5.172 -3.795 3.931
H -4.700 -5.506 3.923
H -3.574 -4.523 2.007
H -2.313 -4.720 3.242
Br 1.511 3.376 -7.232
C 2.613 1.790 -7.501
C 2.360 0.763 -6.428
Br 3.226 1.252 -4.747
H 3.647 2.124 -7.540
H 2.323 1.405 -8.479
H 2.798 -0.196 -6.706
H 1.302 0.625 -6.210
Br -8.801 -0.788 -3.541
C -7.452 -0.103 -4.770
C -6.374 -1.123 -5.026
Br -5.141 -1.243 -3.523
H -7.074 0.823 -4.342
H -7.994 0.121 -5.689
H -5.760 -0.823 -5.875
H -6.762 -2.124 -5.199
Br -6.237 -1.407 4.340
C -8.163 -1.624 4.147
C -8.821 -1.882 5.478
Br -8.531 -3.716 6.066
H -8.322 -2.423 3.427
H -8.513 -0.683 3.722
H -9.902 -1.776 5.396
H -8.454 -1.233 6.269
Br 5.050 1.840 5.872
C 6.798 1.369 6.589
C 6.792 1.369 8.096
Br 6.839 3.183 8.805
H 7.515 2.065 6.161
H 6.999 0.367 6.208
H 7.692 0.890 8.482
H 5.916 0.885 8.521
```

Mulliken population analysis, charges in e, atoms 1 to 6: -0.56, 1.12, -0.57, -0.13, -0.17, 0.04

***

Entry 2:
A 3-piece molecular cluster, C27H51F13O16P3S3 overall at a distorted geometry. Source: the Open Molecules 2025 dataset; level of theory: the ωB97M-V functional and the def2-TZVPD basis.

As for the strongest force on any atom: 0.14437 Eh/bohr. The HOMO-LUMO gap comes out at 4.785 eV. For the LUMO energy, the calculation gives 0.025 eV. Its charge is -1. The total energy comes out at -5779.888868 a.u.

Structure (XYZ):
```
113
C27H51F13O16P3S3 (the ωB97M-V functional and the def2-TZVPD basis)
C -1.798 -3.370 1.614
C -0.750 -2.223 1.735
C 0.693 -2.651 1.284
C 1.357 -1.717 0.216
C 1.625 -0.351 0.947
P 0.417 -1.508 -1.439
S -0.233 -3.610 -1.600
C -1.736 -3.495 -2.618
C -3.028 -3.104 -1.884
O -4.011 -3.790 -2.050
O -3.154 -2.020 -1.042
C -3.781 -0.920 -1.694
C -3.256 0.474 -1.208
C -2.510 1.195 -2.372
O -2.489 0.391 -0.007
C -2.260 1.593 0.554
O -2.807 2.626 0.268
C -1.164 1.618 1.643
S -1.710 2.513 3.142
O 1.974 -1.808 -2.213
C 2.684 -0.595 -2.447
C 3.883 -0.686 -3.434
C 5.068 0.174 -2.896
C 4.963 1.693 -3.167
F 3.912 1.900 -4.014
F 6.054 2.131 -3.855
C 4.659 2.577 -1.912
F 3.793 2.019 -1.061
F 4.043 3.699 -2.387
C 5.955 3.126 -1.190
F 6.347 4.165 -1.979
F 6.980 2.262 -1.239
C 5.683 3.769 0.210
F 6.525 4.817 0.329
F 4.469 4.315 0.276
S 5.955 2.678 1.721
F 5.607 1.333 0.942
F 7.527 2.561 1.456
F 6.263 4.011 2.609
F 4.407 2.862 2.154
F 6.153 1.806 3.048
C 1.573 0.467 -2.667
C 0.950 0.535 -4.101
O 1.090 1.861 -4.631
O -0.079 2.170 -5.370
O 0.658 0.234 -1.604
H -1.897 -3.756 0.590
H -1.436 -4.203 2.247
H -2.791 -3.032 1.965
H -0.716 -1.982 2.821
H -1.088 -1.291 1.249
H 1.320 -2.551 2.199
H 0.747 -3.728 1.032
H 2.353 -2.144 -0.007
H 1.828 -0.542 2.025
H 0.735 0.299 0.929
H 2.509 0.177 0.558
H -0.842 -1.123 -0.862
H -0.299 -1.361 -2.711
H -1.919 -4.509 -3.013
H -1.564 -2.858 -3.513
H -3.697 -0.942 -2.795
H -4.861 -0.972 -1.444
H -4.170 1.074 -1.024
H -1.977 2.097 -2.036
H -1.789 0.472 -2.794
H -3.227 1.531 -3.146
H -0.992 0.563 1.930
H -0.215 2.017 1.255
H -1.116 1.797 4.143
H 3.196 -0.459 -1.464
H 3.635 -0.489 -4.487
H 4.238 -1.736 -3.382
H 5.967 -0.165 -3.449
H 5.261 -0.082 -1.840
H 1.823 1.535 -2.492
H -0.128 0.328 -4.013
H 1.396 -0.228 -4.776
H 0.223 2.103 -6.288
C -9.634 -7.521 -3.226
O -10.027 -6.479 -2.331
P -8.886 -5.632 -1.411
O -9.726 -4.409 -1.159
O -7.869 -5.493 -2.688
C -8.119 -4.508 -3.685
O -7.642 -5.364 -0.325
C -6.836 -4.204 -0.514
H -10.341 -8.347 -3.137
H -9.691 -7.138 -4.247
H -8.627 -7.883 -3.033
H -9.097 -4.041 -3.570
H -8.063 -4.985 -4.665
H -7.338 -3.748 -3.626
H -7.434 -3.339 -0.800
H -6.067 -4.395 -1.260
H -6.345 -3.991 0.435
C 2.020 5.198 9.019
O 2.013 4.052 8.165
P 2.289 4.190 6.501
O 2.715 2.768 6.266
O 3.540 5.227 6.734
C 4.809 4.714 7.126
O 2.089 4.702 4.920
C 3.224 4.698 4.071
H 1.198 5.111 9.730
H 2.954 5.201 9.584
H 1.927 6.133 8.470
H 4.762 3.661 7.400
H 5.167 5.291 7.981
H 5.510 4.849 6.301
H 3.841 3.816 4.225
H 3.813 5.605 4.228
H 2.861 4.698 3.044
```

Mulliken population analysis, charges in e, atoms 1 to 6: -1.49, 0.86, -1.68, -0.13, -0.40, 2.27

***

Entry 3:
A 3-piece molecular cluster, C27H51F3N3O4 overall at a distorted geometry. Source: the Open Molecules 2025 dataset; level of theory: the ωB97M-V functional and the def2-TZVPD basis.

As for the strongest force on any atom: 0.03022 Eh/bohr. The HOMO-LUMO gap (spin up / spin down) comes out at 8.298 / 8.113 eV. For the LUMO energy (spin up / spin down), the calculation gives 0.601 / 0.416 eV. The multiplicity is 2. The total energy comes out at -1824.123761 a.u.

Structure (XYZ):
```
88
C27H51F3N3O4 (the ωB97M-V functional and the def2-TZVPD basis)
C 3.674 -0.234 0.514
C 3.243 0.271 -0.843
C 4.340 0.724 -1.791
C 1.929 0.334 -1.141
C 1.276 -0.016 -2.460
C -0.224 0.367 -2.509
C -1.105 -0.828 -2.870
C -1.008 -1.198 -4.364
C -2.569 -0.649 -2.390
C -2.669 -0.996 -0.902
C -3.876 -0.483 -0.043
C -4.906 -1.632 0.135
O -5.981 -1.691 -0.817
C -5.799 -2.273 -2.006
F -5.711 -1.370 -2.988
F -4.713 -3.051 -2.068
F -6.849 -3.036 -2.290
C -4.624 0.730 -0.611
C -4.095 2.137 -0.276
C -3.003 2.644 -1.232
C -5.277 3.111 -0.479
N -3.677 2.263 1.153
O -4.674 2.498 1.932
C -2.788 1.197 1.693
C -2.783 1.336 3.230
C -1.311 1.380 1.267
C -3.341 -0.216 1.390
H 3.778 -1.317 0.482
H 4.622 0.221 0.804
H 2.927 0.066 1.254
H 4.169 1.770 -2.046
H 4.433 0.130 -2.706
H 5.307 0.669 -1.287
H 1.256 0.640 -0.338
H 1.404 -1.096 -2.596
H 1.828 0.454 -3.283
H -0.328 1.161 -3.252
H -0.484 0.701 -1.504
H -0.715 -1.688 -2.308
H -0.431 -2.118 -4.491
H -0.507 -0.433 -4.960
H -1.987 -1.405 -4.801
H -3.175 -1.300 -3.019
H -2.853 0.381 -2.615
H -1.732 -0.675 -0.441
H -2.655 -2.088 -0.837
H -5.423 -1.444 1.076
H -4.418 -2.601 0.251
H -4.741 0.670 -1.693
H -5.642 0.696 -0.212
H -2.630 3.602 -0.858
H -2.167 1.960 -1.343
H -3.438 2.844 -2.211
H -5.394 3.290 -1.550
H -5.064 4.077 -0.021
H -6.214 2.714 -0.098
H -1.905 0.802 3.603
H -3.676 0.922 3.692
H -2.686 2.383 3.516
H -0.805 0.421 1.157
H -1.179 1.982 0.373
H -0.776 1.905 2.061
H -2.503 -0.903 1.540
H -4.073 -0.454 2.163
C 7.566 -4.032 0.309
C 6.498 -3.006 0.005
O 6.137 -2.182 0.827
N 5.943 -3.028 -1.238
C 6.238 -3.922 -2.339
H 7.901 -3.879 1.330
H 7.171 -5.044 0.215
H 8.417 -3.918 -0.364
H 5.241 -2.317 -1.377
H 6.587 -3.356 -3.204
H 5.343 -4.474 -2.630
H 7.007 -4.634 -2.058
C 2.297 3.456 4.297
C 3.067 2.279 3.740
O 3.405 2.221 2.571
N 3.374 1.269 4.599
C 3.060 1.160 6.009
H 2.135 4.165 3.490
H 1.330 3.139 4.689
H 2.859 3.948 5.091
H 3.887 0.517 4.165
H 3.975 1.078 6.597
H 2.453 0.272 6.195
H 2.509 2.032 6.346
```

Mulliken population analysis, charges in e, atoms 1 to 6: -1.13, 0.74, -1.67, -0.42, -0.63, 0.70